The following is a DFT calculation (the ωB97M-V functional and the def2-TZVPD basis) of a 2-piece molecular cluster, C6H12NO overall at a distorted geometry.

Last column: Mulliken charge in e.
CARTESIAN COORDINATES (ANGSTROEM)
C -2.338 0.221 -0.084  0.67
C 1.545 -0.455 1.021  -0.99
C 1.412 -0.071 -0.448  0.13
C 0.342 -0.770 0.241  -0.10
C -2.239 1.470 0.555  -0.72
C 1.176 1.432 -0.733  -1.17
N 0.165 -2.337 -0.224  -0.33
O -2.653 -0.704 -0.675  -0.17
H 2.211 -1.235 1.319  0.29
H 1.526 0.413 1.615  0.18
H 1.969 -0.634 -1.169  0.43
H -1.799 2.046 -0.265  0.32
H -1.507 1.226 1.223  0.33
H -3.236 1.970 0.881  0.38
H 1.707 1.829 -1.585  0.38
H 1.314 1.905 0.215  0.35
H 0.129 1.603 -0.895  0.05
H -0.438 -2.786 0.467  0.33
H 0.895 -2.997 -0.300  0.30
H -0.183 -2.126 -1.160  0.35

Frontier orbital gap (spin up / spin down): 7.21 / 7.21 eV
E_LUMO (spin up / spin down): -4.16 / -4.16 eV
HOMO (spin up / spin down): -11.36 / -11.36 eV
Charge: +1

---

The following is a DFT calculation (the ωB97M-V functional and the def2-TZVPD basis) of C16H18N4O6Se3SiTeZn as an isolated structure.

Last column: Mulliken charge in e.
CARTESIAN COORDINATES (ANGSTROEM)
Zn 0.849 1.094 0.955  0.95
Se 0.994 -0.882 2.499  -0.51
Se 2.807 -0.325 3.890  -0.30
Te 4.259 0.899 2.226  -0.24
Se 2.686 2.728 1.616  -0.53
C -0.961 -2.432 -0.635  -0.91
C -1.794 -1.204 -0.395  0.34
C -3.148 -1.181 -0.701  -0.77
C -3.848 -0.004 -0.439  -0.68
C -3.206 1.082 0.097  -0.61
C -1.811 1.002 0.375  0.90
N -1.160 -0.159 0.127  0.32
N -1.047 1.988 0.888  0.11
Si -1.650 3.410 1.622  -0.10
C -2.898 3.040 2.992  -1.00
C -2.499 4.571 0.392  -1.08
C -0.278 4.400 2.403  -1.06
H -1.586 -3.315 -0.776  0.43
H -0.281 -2.590 0.203  0.11
H -0.352 -2.293 -1.531  -0.04
H -3.635 -2.050 -1.124  0.39
H -4.911 0.055 -0.657  0.37
H -3.747 1.997 0.296  0.19
H -3.783 2.517 2.626  0.35
H -3.223 3.964 3.481  0.32
H -2.426 2.404 3.746  0.27
H -3.378 4.121 -0.075  0.34
H -1.800 4.833 -0.407  0.28
H -2.814 5.496 0.885  0.32
H 0.288 3.805 3.120  0.29
H -0.697 5.270 2.918  0.27
H 0.436 4.755 1.657  0.26
O 1.674 0.606 -3.201  -0.77
C 1.723 0.207 -2.031  0.02
O 1.457 0.849 -0.988  -0.36
C 2.148 -1.258 -1.860  0.27
C 2.677 -1.767 -0.679  -0.09
C 3.006 -3.114 -0.623  -0.10
C 2.790 -3.984 -1.672  -0.44
C 2.272 -3.445 -2.834  -0.01
C 1.970 -2.100 -2.950  -0.56
N 2.054 -4.339 -3.980  1.05
O 2.346 -5.517 -3.854  -0.66
O 1.588 -3.864 -4.998  -0.63
N 3.642 -3.664 0.589  1.04
O 3.773 -4.881 0.652  -0.68
O 4.034 -2.890 1.426  -0.49
H 2.836 -1.133 0.186  0.31
H 3.038 -5.029 -1.590  0.60
H 1.587 -1.676 -3.867  0.53

Frontier orbital gap: 5.23 eV
E_LUMO: 3.67 eV
HOMO: -1.56 eV
Charge: -2

---

The following is a DFT calculation (the ωB97M-V functional and the def2-TZVPD basis) of one molecule with the formula C4H6 at a distorted geometry.

Last column: Mulliken charge in e.
CARTESIAN COORDINATES (ANGSTROEM)
C -1.013 0.918 -0.054  -0.92
C -0.318 -0.360 0.508  -0.24
C 1.072 -0.485 0.240  -0.27
C 2.139 -0.549 -0.344  -0.27
H -1.565 0.700 -0.967  0.26
H -0.281 1.705 -0.291  0.33
H -1.728 1.353 0.663  0.29
H -0.778 -0.735 1.416  0.38
H -0.087 -1.420 -0.034  0.17
H 2.559 -1.127 -1.138  0.26

Frontier orbital gap: 9.99 eV
E_LUMO: 1.01 eV
HOMO: -8.98 eV
Charge: 0
SMILES string: C#CCC

---

The following is a DFT calculation (the ωB97M-V functional and the def2-TZVPD basis) of C18H38FK2MgNO11Si2 as an isolated structure at a distorted geometry.

Last column: Mulliken charge in e.
CARTESIAN COORDINATES (ANGSTROEM)
C -0.418 -3.820 3.779  -1.24
C -0.190 -2.902 2.603  0.23
O -1.239 -1.913 2.516  -0.32
Si -0.904 -0.317 2.422  0.93
O -0.938 0.369 0.987  0.05
Si -0.677 -0.394 -0.484  0.34
C 1.024 -1.124 -0.466  0.50
C 2.078 -0.206 -1.085  -0.99
C 3.325 -0.477 -0.257  -1.15
C 3.087 0.233 1.111  0.48
C 4.342 0.644 1.863  -0.90
O 4.147 0.375 3.237  -0.15
C 4.788 1.285 4.095  -0.91
H -0.102 -3.386 4.732  0.24
H 0.215 -4.699 3.641  0.32
H -1.446 -4.170 3.820  0.30
H -0.229 -3.486 1.683  0.25
H 0.791 -2.419 2.639  0.14
H 0.436 -0.086 3.105  -0.24
H -1.889 0.379 3.292  -0.32
H -0.860 0.557 -1.597  -0.17
H -1.619 -1.529 -0.674  -0.21
H 0.982 -2.099 -0.962  0.40
H 1.336 -1.318 0.565  -0.49
H 1.729 0.818 -0.943  0.50
H 2.241 -0.348 -2.151  0.42
H 4.252 -0.163 -0.745  0.42
H 3.422 -1.544 -0.035  0.30
H 2.537 -0.443 1.759  -0.23
H 2.519 1.129 0.889  0.37
H 5.209 0.075 1.494  0.31
H 4.503 1.712 1.696  0.42
H 4.110 2.121 4.302  0.29
H 5.716 1.671 3.661  0.36
H 5.017 0.782 5.035  0.22
O 3.336 -2.741 4.294  -1.09
H 3.560 -1.825 4.099  0.22
K 4.500 -4.691 3.843  0.92
C -2.952 4.748 -3.199  -1.51
C -2.778 3.210 -3.209  0.99
C -3.523 2.632 -1.977  -1.18
O -1.478 2.894 -3.116  -0.71
H -2.525 5.175 -2.292  0.35
H -2.454 5.185 -4.065  0.37
H -4.014 5.008 -3.244  0.37
H -3.320 2.829 -4.102  -0.14
H -3.121 3.024 -1.043  0.32
H -3.434 1.544 -1.962  0.18
H -4.588 2.885 -2.022  0.41
Mg -0.043 -0.429 5.130  0.82
O 3.708 -0.437 -3.987  -0.62
H 3.587 -1.129 -4.645  0.29
H 3.585 0.384 -4.475  0.31
C -0.065 1.030 8.804  0.69
O 0.658 0.757 7.830  -0.72
O 0.183 2.395 9.268  -0.54
O -0.911 0.419 9.431  -0.64
H 0.865 2.631 8.621  0.27
K -0.753 3.568 10.778  0.98
C -1.630 -1.172 -5.416  -0.62
C -2.574 -0.248 -4.988  -0.17
C -3.830 -0.220 -5.574  -0.36
C -4.115 -1.126 -6.579  0.02
C -3.188 -2.051 -7.023  -0.48
C -1.935 -2.068 -6.433  -0.37
N -5.456 -1.116 -7.192  1.02
O -6.249 -0.284 -6.801  -0.61
O -5.690 -1.943 -8.052  -0.62
H -0.653 -1.191 -4.951  0.50
H -2.330 0.451 -4.197  0.34
H -4.573 0.494 -5.252  0.51
H -3.440 -2.742 -7.812  0.44
H -1.196 -2.785 -6.766  0.37
F 1.543 1.631 2.752  -0.78

Frontier orbital gap: 1.63 eV
E_LUMO: -3.50 eV
HOMO: -5.12 eV
Charge: 0

---

The following is a DFT calculation (the ωB97M-V functional and the def2-TZVPD basis) of one molecule with the formula C20H21ClFNO5 at a distorted geometry.

Last column: Mulliken charge in e.
CARTESIAN COORDINATES (ANGSTROEM)
C -5.942 -0.850 -0.460  -1.26
C -5.266 0.547 -0.420  -0.25
O -4.398 0.764 0.682  -0.61
C -3.312 -0.039 0.613  0.48
C -3.040 -1.062 1.525  -0.27
C -1.942 -1.687 1.737  -0.59
C -1.080 -1.610 0.794  0.77
C -1.283 -0.554 -0.511  -1.18
C -2.476 0.210 -0.477  -0.26
O -2.567 1.041 -1.419  -0.60
C -2.713 2.651 -0.991  -0.44
C -1.399 3.057 -0.648  -0.66
H -0.531 2.642 -1.443  0.16
H -1.342 4.105 -0.266  0.39
H -0.979 2.400 0.211  0.08
H -3.468 2.565 -0.091  0.27
H -2.944 2.826 -1.853  0.55
H -0.593 -0.441 -1.104  1.28
C 0.382 -2.154 0.613  0.04
O 0.789 -2.523 1.837  -0.74
N 0.715 -2.649 -0.628  -0.12
H 0.210 -2.179 -1.212  0.33
C 2.100 -3.026 -0.607  -0.98
C 3.048 -1.991 -0.816  0.94
O 4.300 -2.001 -1.190  -0.70
O 2.567 -0.887 -1.341  -0.08
C 3.311 0.056 -1.544  -1.45
C 4.016 0.838 -0.302  -0.02
C 5.280 0.794 -0.097  0.75
C 6.053 1.134 1.028  -0.94
C 5.290 1.480 2.059  -0.28
C 3.871 1.216 1.959  -0.32
C 3.293 0.942 0.924  0.54
Cl 1.519 0.637 0.877  -0.06
H 3.286 1.334 2.982  0.22
H 5.819 1.828 3.068  0.21
H 7.120 1.279 0.775  0.40
F 6.079 0.681 -1.064  -0.33
H 2.594 1.055 -1.883  0.24
H 3.938 0.148 -2.210  0.99
H 2.472 -3.651 0.461  0.31
H 2.028 -3.845 -1.191  0.61
H -1.748 -2.314 2.525  0.66
H -3.834 -1.130 2.502  0.09
H -5.007 0.893 -1.414  0.24
H -6.060 1.215 -0.236  0.52
H -6.416 -1.244 0.418  0.31
H -6.571 -1.030 -1.327  0.40
H -5.168 -1.473 -0.842  0.35

Frontier orbital gap: 8.64 eV
E_LUMO: 0.15 eV
HOMO: -8.49 eV
Charge: 0
SMILES string: CCOc1ccc(C(=O)NCC(=O)OCc2c(F)cccc2Cl)cc1OCC

---

The following is a DFT calculation (the ωB97M-V functional and the def2-TZVPD basis) of C32H29IIrN3O as an isolated structure at a distorted geometry.

Last column: Mulliken charge in e.
CARTESIAN COORDINATES (ANGSTROEM)
Ir -0.284 -0.528 0.139  1.46
I -3.226 -0.306 0.211  0.16
C -3.122 -0.468 -1.896  0.27
C -4.324 -0.442 -2.546  -0.71
C -4.355 -0.540 -3.945  -0.74
C -3.182 -0.646 -4.635  -0.82
C -1.935 -0.644 -3.969  1.01
C -0.741 -0.711 -4.720  -0.99
C 0.469 -0.650 -4.095  -1.63
C 0.521 -0.553 -2.694  1.45
C -0.601 -0.548 -1.893  0.21
C -1.873 -0.562 -2.543  0.30
H -5.244 -0.345 -1.987  0.42
H -5.305 -0.527 -4.459  0.41
H -3.184 -0.723 -5.713  0.41
H -0.817 -0.793 -5.796  0.38
H 1.389 -0.679 -4.664  0.48
H 1.502 -0.475 -2.238  -0.33
O -0.526 -0.626 2.543  -0.19
C -0.083 0.371 3.452  -1.75
C 0.795 1.394 2.776  1.01
C 1.563 2.213 3.564  -1.04
C 2.518 3.060 3.022  -0.85
C 2.762 2.936 1.655  -1.20
C 1.982 2.122 0.893  -0.86
N 0.880 1.441 1.387  1.16
H -1.181 -1.189 2.970  0.27
H 0.500 -0.101 4.251  0.57
H -0.933 0.875 3.929  0.55
H 1.439 2.158 4.638  0.54
H 3.091 3.739 3.634  0.48
H 3.573 3.474 1.186  0.51
H 2.126 2.029 -0.170  1.15
C 2.180 -1.118 1.791  -1.17
N 1.904 -1.001 0.357  -0.26
C 2.893 -0.103 -0.238  -1.53
C 2.023 -2.324 -0.280  -1.66
C 0.926 -3.203 0.198  1.57
C 1.126 -4.542 0.507  -0.64
C 0.064 -5.328 0.927  -0.80
C -1.197 -4.759 1.044  -0.85
C -1.381 -3.412 0.741  -0.83
C -0.319 -2.623 0.314  -0.05
H 3.191 -1.507 1.960  0.41
H 1.468 -1.798 2.254  0.41
H 2.112 -0.138 2.264  0.28
H 3.895 -0.547 -0.198  0.59
H 2.928 0.837 0.309  0.91
H 2.658 0.101 -1.282  0.16
H 3.005 -2.777 -0.087  0.60
H 1.930 -2.181 -1.359  0.48
H 2.119 -4.967 0.419  0.45
H 0.222 -6.370 1.169  0.40
H -2.039 -5.355 1.371  0.46
H -2.379 -3.010 0.853  0.21
N -1.077 6.908 0.686  -0.50
C -1.105 5.764 0.544  -0.13
C -1.068 4.363 0.413  0.18
C -0.420 3.748 -0.693  -0.95
C -0.132 2.425 -0.670  -0.79
C -0.368 1.608 0.552  1.42
C -1.434 2.194 1.402  -0.61
C -1.691 3.523 1.375  -0.97
H -0.181 4.345 -1.563  0.53
H 0.306 1.962 -1.546  0.54
H -1.959 1.569 2.112  0.56
H -2.393 3.960 2.072  0.52

Frontier orbital gap (spin up / spin down): 5.47 / 5.59 eV
⟨S²⟩: 0.796
E_LUMO (spin up / spin down): -4.33 / -4.33 eV
Spin multiplicity: 2
HOMO (spin up / spin down): -9.80 / -9.92 eV
Charge: +1

---

The following is a DFT calculation (the ωB97M-V functional and the def2-TZVPD basis) of one molecule with the formula CH3ClN2O2 at a distorted geometry.

Last column: Mulliken charge in e.
CARTESIAN COORDINATES (ANGSTROEM)
C -1.305 0.217 -0.285  -0.29
N 0.866 0.444 0.622  -0.49
N 0.209 -0.187 -0.245  0.91
O 0.678 -0.912 -1.088  -0.61
O 2.191 0.072 0.359  -0.34
Cl -2.202 -1.279 0.013  -0.14
H -1.348 0.986 0.541  0.34
H -1.658 0.607 -1.167  0.27
H 2.569 0.051 1.250  0.37

Frontier orbital gap: 10.60 eV
E_LUMO: 0.76 eV
HOMO: -9.84 eV
Charge: 0
SMILES string: [O-]/[N+](CCl)=N\O

---

The following is a DFT calculation (the ωB97M-V functional and the def2-TZVPD basis) of C43H36Cl2N8O8P2S3Se2W as an isolated structure at a distorted geometry.

Last column: Mulliken charge in e.
CARTESIAN COORDINATES (ANGSTROEM)
W -0.301 -0.552 0.560  1.39
C 2.721 2.130 -4.542  -1.24
C 2.034 2.993 -3.555  0.97
N 1.982 4.286 -3.559  -1.04
N 1.208 4.600 -2.472  0.28
C 0.776 3.509 -1.797  -0.25
S -0.195 3.414 -0.460  -0.26
N 1.317 2.470 -2.506  0.22
N 1.227 1.166 -2.077  -0.32
H 3.256 2.740 -5.265  0.38
H 1.982 1.517 -5.059  0.25
H 3.412 1.464 -4.026  0.26
H 1.049 5.552 -2.210  0.16
H 2.129 0.840 -1.738  0.43
H 0.833 0.537 -2.764  0.33
O -0.199 -2.765 -2.872  -0.77
S 0.277 -2.570 -1.533  1.63
O -0.834 -2.317 -0.545  -0.59
O 1.148 -1.406 -1.361  -0.55
C 1.049 -4.063 -1.032  0.06
C 0.698 -5.221 -1.720  -0.75
C 1.126 -6.456 -1.278  -0.59
C 1.867 -6.553 -0.098  -0.53
C 2.205 -5.406 0.598  -0.49
C 1.828 -4.160 0.127  -0.68
S 2.325 -2.719 1.010  1.64
O 2.823 -3.190 2.278  -0.76
O 3.304 -1.993 0.238  -0.74
O 1.039 -1.940 1.131  -0.50
H 0.089 -5.101 -2.606  0.53
H 0.862 -7.350 -1.827  0.38
H 2.174 -7.522 0.271  0.38
H 2.762 -5.442 1.524  0.55
Se -6.185 0.079 -3.719  -0.43
P -4.510 1.361 -3.572  0.61
C -4.898 3.053 -3.045  0.91
C -6.026 3.665 -3.589  -0.85
C -6.303 4.990 -3.307  -0.64
C -5.449 5.722 -2.488  -0.56
C -4.318 5.115 -1.956  -0.81
C -4.033 3.791 -2.237  0.15
C -3.750 1.669 -5.191  0.67
C -2.728 2.613 -5.313  -0.39
C -2.289 3.002 -6.563  -0.81
C -2.864 2.466 -7.711  -0.46
C -3.878 1.526 -7.593  -0.63
C -4.323 1.137 -6.340  -0.60
C -3.170 0.788 -2.536  0.48
C -2.885 0.524 -1.189  -0.80
N -1.573 0.093 -1.196  1.31
N -1.148 0.066 -2.457  -0.46
N -2.062 0.485 -3.254  -0.96
P -3.704 0.318 0.450  0.78
Se -1.482 -1.501 2.399  -0.38
C -5.014 1.611 0.601  0.39
C -5.091 2.272 1.825  -0.75
C -6.098 3.198 2.064  -0.72
C -7.031 3.477 1.077  -0.76
C -6.980 2.801 -0.133  -0.83
C -5.985 1.865 -0.361  -0.15
C -4.781 -1.097 -0.063  0.38
C -6.137 -1.169 0.248  -0.62
C -6.904 -2.236 -0.197  -0.66
C -6.320 -3.254 -0.933  -0.55
C -4.957 -3.223 -1.189  -0.78
C -4.188 -2.159 -0.747  -0.51
H -6.683 3.076 -4.217  0.37
H -7.186 5.461 -3.723  0.38
H -5.664 6.760 -2.270  0.38
H -3.653 5.678 -1.312  0.52
H -3.154 3.319 -1.812  0.32
H -2.285 3.040 -4.422  0.34
H -1.498 3.736 -6.651  0.44
H -2.525 2.783 -8.690  0.37
H -4.328 1.100 -8.481  0.38
H -5.121 0.412 -6.238  0.32
H -4.366 2.031 2.591  0.55
H -6.164 3.686 3.029  0.41
H -7.818 4.199 1.262  0.36
H -7.721 2.993 -0.900  0.46
H -5.994 1.281 -1.269  0.71
H -6.599 -0.387 0.836  0.45
H -7.964 -2.267 0.025  0.37
H -6.925 -4.073 -1.304  0.35
H -4.486 -4.029 -1.739  0.44
H -3.122 -2.160 -0.930  0.32
Cl 2.622 0.151 3.261  -0.15
C 3.592 0.700 1.898  0.39
Cl 4.125 2.365 2.193  -0.24
C 2.816 0.698 0.529  -0.21
O 3.468 1.040 -0.450  -0.80
O 1.557 0.497 0.562  -0.82
H 4.479 0.081 1.829  0.37
N -0.835 1.176 1.218  1.41
C -1.072 1.985 2.268  -0.28
C -1.919 3.114 2.170  0.06
C -2.151 3.928 3.260  -1.01
C -1.580 3.646 4.495  -0.52
C -0.741 2.542 4.616  -0.83
C -0.473 1.738 3.530  0.18
H -2.367 3.331 1.210  0.58
H -2.796 4.793 3.150  0.40
H -1.800 4.261 5.359  0.37
H -0.291 2.308 5.574  0.37
H 0.149 0.863 3.622  0.14

Frontier orbital gap (spin up / spin down): 5.43 / 5.96 eV
⟨S²⟩: 2.078
E_LUMO (spin up / spin down): 3.85 / 3.48 eV
Spin multiplicity: 3
HOMO (spin up / spin down): -1.57 / -2.48 eV
Charge: -2

---

no.,E (Eh)
1,-365.37198
2,-10832.24101
3,-155.86271
4,-3669.60070
5,-1765.16777
6,-1877.90171
7,-759.93367
8,-10367.91461